Entry 1:
{
  "formula": "C2H4N2O",
  "method": "the ωB97M-V functional and the def2-TZVPD basis",
  "species": ["C", "C", "N", "N", "O", "H", "H", "H", "H"],
  "xyz": [[0.95543, -0.04402, 0.27708], [-0.21112, 0.04020, -0.52944], [0.80932, -0.28800, 1.51963], [-1.45837, 0.16527, -0.24124], [0.21810, -0.00354, -2.54448], [1.89497, 0.06869, -0.26597], [1.67759, -0.38196, 2.04041], [-1.74085, 0.27570, 0.72723], [-2.14507, 0.16765, -0.98323]],
  "forces_ev_per_a": [[1.01, -0.08, 1.68], [-0.49, -0.07, -7.58], [-0.32, 0.06, -0.30], [0.99, 0.03, 0.68], [-1.24, 0.08, 5.66], [-0.10, 0.00, 0.10], [0.20, 0.02, -0.20], [-0.19, -0.05, 0.03], [0.14, 0.01, -0.06]],
  "nbo_charge": [-0.0124, 0.5078, -0.5417, -0.6838, -0.6950, 0.2204, 0.3550, 0.4078, 0.4419],
  "gap_ev": [7.4, 7.4],
  "lumo_ev": [-1.2, -1.2]
}

---

Entry 2:
{
  "formula": "C2H7OS",
  "method": "the ωB97M-V functional and the def2-TZVPD basis",
  "species": ["O", "H", "C", "S", "C", "H", "H", "H", "H", "H", "H"],
  "xyz": [[-2.24201, 1.27602, -0.81413], [-1.45043, 1.15967, -1.34377], [0.09873, -1.50508, 1.26089], [-0.09204, 0.16513, 1.07361], [0.99349, 0.46846, -0.51823], [0.28392, -2.04179, 2.16683], [0.25199, -2.20581, 0.43622], [-1.73653, 1.13762, 0.06319], [0.62152, 0.42505, -1.54681], [1.77439, -0.28141, -0.53793], [1.49698, 1.40213, -0.23987]],
  "forces_ev_per_a": [[0.78, 0.24, 1.15], [-0.08, -0.04, -0.66], [-0.12, -1.67, -0.34], [0.63, -0.08, -1.57], [0.80, 0.39, 1.50], [0.53, 0.67, 0.91], [-0.73, 0.56, -0.36], [-1.03, -0.26, -0.79], [-0.83, 0.42, 0.38], [0.17, -0.42, 0.53], [-0.12, 0.20, -0.75]],
  "nbo_charge": [-1.0018, 0.4524, -1.1648, 0.1310, -0.7988, 0.1787, 0.1670, 0.4593, 0.1783, 0.2046, 0.1940],
  "gap_ev": 4.9,
  "lumo_ev": 4.1,
  "total_charge": -1
}

---

Entry 3:
{
  "formula": "C4H9NO2",
  "method": "the ωB97M-V functional and the def2-TZVPD basis",
  "species": ["N", "C", "O", "C", "C", "C", "O", "H", "H", "H", "H", "H", "H", "H", "H", "H"],
  "xyz": [[-1.89570, 0.99066, 1.24689], [-1.05411, 1.24229, 0.20092], [-0.58793, 2.34596, -0.01926], [-0.75275, 0.06619, -0.71646], [0.75472, -0.02731, -0.99904], [1.46128, -1.09277, -0.18998], [1.27140, -0.80265, 1.18266], [-2.08375, 1.75069, 1.88258], [-2.31220, 0.09015, 1.43686], [-1.16216, -0.87360, -0.32821], [-1.29567, 0.25732, -1.64795], [0.93325, -0.20787, -2.06169], [1.21328, 0.93818, -0.77586], [1.03693, -2.07454, -0.45224], [2.53212, -1.09851, -0.44775], [1.69325, -1.50215, 1.69544]],
  "forces_ev_per_a": [[-0.04, 0.16, 0.02], [-0.16, -0.15, -0.02], [-0.17, -0.27, 0.28], [-0.06, -0.01, -0.07], [0.10, 0.13, -0.11], [-0.02, -0.08, -0.47], [0.06, -0.22, 0.25], [-0.02, -0.09, -0.10], [0.33, 0.25, -0.17], [0.18, 0.10, 0.09], [0.09, 0.12, 0.08], [0.00, -0.12, 0.07], [-0.10, 0.02, -0.04], [0.11, 0.03, 0.14], [-0.19, -0.03, 0.05], [-0.10, 0.18, 0.00]],
  "nbo_charge": [-0.8240, 0.6865, -0.6245, -0.5013, -0.4188, -0.0565, -0.7268, 0.4007, 0.3952, 0.2022, 0.2348, 0.2105, 0.2385, 0.1487, 0.1646, 0.4700],
  "gap_ev": 10.4,
  "lumo_ev": 0.8,
  "smiles": "NC(=O)CCCO"
}

---

Entry 4:
{
  "formula": "C4H3F3NO4",
  "method": "the ωB97M-V functional and the def2-TZVPD basis",
  "species": ["C", "C", "C", "C", "N", "O", "O", "O", "O", "F", "F", "F", "H", "H", "H"],
  "xyz": [[-3.24771, -0.64521, 0.22671], [1.56061, 1.89994, -0.18645], [0.35232, 1.43185, 0.03468], [1.51583, -1.61922, 0.18941], [-0.84356, 1.33210, -0.31570], [-3.64523, -0.66866, -0.83368], [-2.91462, -0.91305, 1.28246], [-1.93132, 1.64762, 0.30702], [-0.91217, 0.33752, -1.20366], [2.45401, -1.59065, -0.64894], [0.97501, -2.85307, -0.00027], [2.02933, -1.55448, 1.44550], [0.56522, -1.03334, 0.09420], [1.71295, 2.52421, -1.05758], [2.32933, 1.70443, 0.66631]],
  "forces_ev_per_a": [[0.47, -0.84, -0.04], [0.49, -0.40, 2.06], [2.90, 1.92, 1.50], [-4.27, -1.00, 2.01], [-3.55, -3.85, -0.57], [-1.45, 0.77, -3.06], [0.95, 0.08, 3.01], [1.19, 1.00, -0.79], [-0.49, 0.63, 0.01], [2.73, 1.49, -2.21], [-0.17, -1.44, 0.70], [-0.02, 0.02, -0.33], [1.59, 0.97, -0.28], [0.55, 0.29, 0.13], [-0.94, 0.36, -2.14]],
  "nbo_charge": [1.0579, -0.5898, 0.1490, 0.8363, 0.3152, -0.5243, -0.5508, -0.5904, -0.6519, -0.3004, -0.3738, -0.3531, 0.1830, 0.1919, 0.2012],
  "gap_ev": 7.8,
  "lumo_ev": 3.7,
  "total_charge": -1
}

---

Taking the records one at a time from the top gives total energy values of -263.1352; -553.7457; -363.0617; -809.4346 a.u..